A molecular structure, C20H28NO2PbSe, computed with ωB97M-V with the def2-TZVPD basis set.

XYZ file:
```
53
Properties=species:S:1:pos:R:3:nbo_charge:R:1
O -0.0436 -0.1784 0.2945 -0.641
C 1.0002 -0.4954 -0.6902 -0.063
C 0.3505 0.3634 -1.7621 -0.457
H 1.0123 -1.5713 -0.8992 0.192
H 1.9778 -0.1335 -0.3449 0.194
C -0.7167 0.6755 -0.6950 0.288
H 0.0112 -0.2100 -2.6253 0.255
H 0.9522 1.2228 -2.0686 0.221
C -2.0954 0.1375 -1.0141 -0.630
H -2.0514 -0.9301 -1.2538 0.221
H -2.5254 0.6691 -1.8720 0.237
H -2.7652 0.2841 -0.1609 0.199
C -0.7479 2.1142 -0.2365 -0.627
H 0.2639 2.5052 -0.0989 0.224
H -1.2901 2.2029 0.7113 0.209
H -1.2630 2.7388 -0.9764 0.231
Pb 0.6272 -1.0154 2.7637 1.474
C 1.1560 1.8199 4.2392 -0.310
C 2.2415 0.9055 4.2311 -0.422
C 2.7856 0.8875 2.9058 -0.411
H 2.6399 0.4149 5.1205 0.238
C 2.0138 1.7832 2.1122 -0.326
C 1.0024 2.3464 2.9352 -0.307
H 0.2822 3.1050 2.6340 0.226
H 0.6122 2.1251 5.1355 0.225
H 3.6960 0.3768 2.5912 0.239
H 2.2266 2.0755 1.0848 0.224
C -1.9150 -0.7105 4.7621 -0.145
C -2.1197 0.6053 4.0698 -0.136
C -2.4011 0.4071 2.7511 -0.253
H -2.0339 1.5486 4.6132 0.249
C -2.3790 -1.0124 2.4643 -0.201
C -2.0667 -1.6972 3.6163 -0.273
H -2.0677 -2.7670 3.8055 0.251
H -2.6203 -0.8948 5.6008 0.275
H -2.6854 1.1739 2.0259 0.248
H -2.6476 -1.4402 1.5020 0.255
O 0.7255 -1.3473 -4.3665 -0.564
C 0.1554 -0.4249 -5.3321 -0.076
C 0.4553 -0.9019 -6.7699 -0.433
H 0.5988 0.5739 -5.1585 0.173
H -0.9303 -0.3459 -5.1379 0.178
C 1.5442 -1.9799 -6.5852 -0.432
H 0.7955 -0.0722 -7.3964 0.226
H -0.4496 -1.3509 -7.2009 0.211
C 1.4007 -2.3998 -5.1075 -0.069
H 2.5337 -1.5328 -6.7471 0.210
H 1.4003 -2.8223 -7.2657 0.227
H 2.3726 -2.6012 -4.6290 0.187
H 0.7865 -3.3193 -5.0493 0.169
Se 0.7348 0.2247 7.7849 0.235
C -0.0615 -0.3369 6.3715 0.195
N -0.4783 -0.7952 5.3174 -0.609
```

Frontier orbital gap in eV: 6.354
LUMO in eV: -4.3
HOMO level in eV: -10.64
Max |F| in eV Å⁻¹: 2.84
Relative energy (zero: lowest compared OMol25 entry of this formula, charge and spin) in eV: 0.000
Net charge: +1



A molecular structure, C20H28NO2SSr, computed with ωB97M-V with the def2-TZVPD basis set.

XYZ file:
```
53
Properties=species:S:1:pos:R:3:nbo_charge:R:1
O 0.5482 0.3245 -4.6068 -0.543
C 0.3632 1.6136 -5.2286 -0.058
C 0.1178 1.0390 -6.6235 -0.461
H 1.2649 2.2344 -5.1643 0.173
H -0.5053 2.1353 -4.8099 0.175
C 0.3403 -0.3208 -5.8976 0.271
H 0.8806 1.2918 -7.3608 0.207
H -0.8944 1.1862 -7.0021 0.208
C 1.5743 -1.0675 -6.3681 -0.627
H 2.4528 -0.4149 -6.3992 0.213
H 1.4203 -1.4750 -7.3729 0.209
H 1.7784 -1.9108 -5.7015 0.219
C -0.8812 -1.2168 -5.8724 -0.626
H -1.7694 -0.6651 -5.5484 0.215
H -0.7120 -2.0561 -5.1908 0.219
H -1.0794 -1.6311 -6.8654 0.209
Sr 0.3016 0.5130 3.4334 1.806
C -2.1945 -0.4410 4.6362 -0.341
C -2.0145 0.9717 4.7883 -0.354
C -2.1274 1.5986 3.5264 -0.467
H -1.7474 1.5580 5.6596 0.227
C -2.4153 0.5833 2.5684 -0.422
C -2.4620 -0.6998 3.2522 -0.358
H -2.6090 -1.6472 2.8067 0.200
H -2.0618 -1.2401 5.3458 0.221
H -1.7696 2.6020 3.3357 0.184
H -2.5511 0.7224 1.5211 0.183
C 1.3063 -1.7095 4.9464 -0.282
C 0.4392 -2.3856 4.0322 -0.361
C 0.9695 -2.2494 2.7155 -0.404
H -0.4824 -2.8991 4.3046 0.207
C 2.1361 -1.3970 2.7972 -0.428
C 2.3005 -1.0265 4.1661 -0.462
H 2.9367 -0.2176 4.5479 0.200
H 1.3320 -1.9129 5.9754 0.216
H 0.5463 -2.6642 1.8258 0.192
H 2.6707 -0.9953 1.9561 0.193
O 0.4265 0.6012 1.0463 -0.648
C -0.0532 -0.3393 -0.0066 -0.059
C -0.3526 0.6300 -1.1452 -0.446
H -0.9041 -0.8959 0.4245 0.221
H 0.8052 -1.0092 -0.1401 0.194
C 0.5484 1.8573 -0.8825 -0.423
H -1.4057 0.9407 -1.0222 0.207
H -0.1730 0.1357 -2.1165 0.242
C 0.5279 2.0496 0.6300 -0.082
H 0.2337 2.7887 -1.3944 0.212
H 1.5843 1.5780 -1.1271 0.209
H -0.3714 2.5832 1.0028 0.189
H 1.4361 2.4167 1.1360 0.190
S -0.0398 0.0102 8.6087 -0.328
C 0.0196 0.1576 7.0091 0.115
N 0.3152 0.3648 5.8483 -0.743
```

Frontier orbital gap in eV: 5.157
LUMO in eV: 1.9
HOMO level in eV: -3.29
Max |F| in eV Å⁻¹: 5.66
Relative energy (zero: lowest compared OMol25 entry of this formula, charge and spin) in eV: 2.351
Net charge: -1